Density functional theory data (the ωB97M-V functional and the def2-TZVPD basis) for a structure of composition C43H54BIrN3O3 at a distorted geometry.

Geometry as XYZ:
```
105
Properties=species:S:1:pos:R:3:forces:R:3:lowdin_charge:R:1
Ir 13.053881 10.628023 10.320848 0.0 1.1 1.2 1.45
C 16.056493 13.590099 7.172240 1.0 -0.1 1.6 -0.03
C 15.451209 13.125694 8.512437 -1.6 -1.0 -0.7 -0.40
C 15.146032 14.247446 9.475095 -1.2 1.2 1.0 -0.07
C 16.340108 12.024903 9.070717 0.1 -0.1 1.6 -0.14
C 17.634326 12.347115 9.544441 -0.5 0.3 -0.4 -0.01
C 18.439344 11.410271 10.175255 1.0 0.8 0.7 -0.06
C 18.027497 10.116510 10.330315 0.0 -1.3 -0.5 -0.05
C 16.852763 9.706321 9.720393 -1.2 -0.8 0.5 -0.09
C 16.785656 8.145991 9.574627 -0.3 0.8 0.6 -0.35
C 16.992855 7.350458 10.858472 1.5 -0.3 0.2 -0.07
C 15.585023 7.528286 8.908162 -0.4 0.2 -0.5 -0.07
C 15.908477 10.691326 9.284675 1.6 -0.3 0.2 -0.20
N 14.566764 10.325882 8.988768 0.1 0.6 -1.6 -0.09
C 14.374086 10.037384 7.674595 -1.2 -0.9 -0.4 -0.10
C 13.155683 9.542199 7.156930 1.8 0.6 -0.1 -0.11
C 13.072914 8.948018 5.836161 -1.4 -0.3 0.6 0.00
C 11.946060 8.196024 5.512815 2.0 1.0 -1.2 -0.03
C 10.908973 7.991465 6.449242 -1.5 -0.9 1.7 -0.02
C 10.968726 8.586301 7.728881 0.1 -0.4 -1.1 0.01
C 11.971491 9.505522 7.991115 -1.7 -0.7 0.2 -0.26
N 11.690815 10.434034 8.985568 0.0 1.0 -0.1 -0.13
C 10.454072 11.197904 9.055830 0.8 -1.6 -0.4 -0.16
C 10.161890 12.039336 7.963205 -1.4 1.0 0.8 -0.09
C 9.165854 13.016328 8.220283 0.9 -0.6 -0.6 -0.03
C 8.380149 13.033119 9.336501 0.1 -0.8 1.1 -0.02
C 8.528760 11.951351 10.249574 -0.1 1.7 0.6 -0.01
C 9.586773 11.053182 10.173914 -1.3 0.5 0.3 -0.14
C 9.439456 9.944314 11.236258 0.0 -0.2 0.2 -0.35
C 9.232064 10.420759 12.716732 1.5 -0.2 -0.2 -0.05
C 8.240392 9.011859 10.866225 0.1 -0.6 0.7 -0.05
C 10.741809 11.965088 6.580439 -0.2 0.1 -0.7 -0.35
C 9.632614 11.905124 5.493796 -0.8 0.3 1.9 -0.03
C 11.702326 13.107636 6.196913 -0.5 0.3 1.2 -0.02
H 15.353684 14.181764 6.635764 -0.4 0.5 -0.6 0.07
H 16.392581 12.713741 6.617128 -0.1 0.2 -0.3 0.09
H 16.950349 14.194883 7.441681 -0.5 -0.2 -0.6 0.10
H 14.395235 12.775706 8.298867 1.3 -0.6 0.0 0.11
H 15.947241 14.979038 9.485769 0.0 0.4 0.0 0.08
H 15.007472 13.939318 10.537610 0.3 -0.2 -0.7 0.07
H 14.143889 14.761394 9.230928 1.6 -0.5 0.0 0.10
H 18.006126 13.376116 9.462893 -0.2 -0.4 -0.1 0.13
H 19.431958 11.678156 10.561432 -0.5 0.2 -0.2 0.12
H 18.614554 9.284463 10.794258 -0.1 1.4 -0.5 0.13
H 17.668643 7.939344 8.988229 0.3 -0.1 -0.5 0.14
H 16.136319 7.211957 11.484186 -0.8 0.4 0.4 0.06
H 17.861060 7.653054 11.472639 -0.6 0.1 -0.2 0.08
H 17.240556 6.334367 10.562610 0.1 -0.2 -0.1 0.09
H 14.695276 7.776633 9.516162 0.1 -0.4 -0.4 0.08
H 15.734219 6.447013 8.873093 -0.2 0.1 0.1 0.09
H 15.437290 7.860215 7.871115 0.0 -0.1 0.4 0.07
H 15.267188 9.966994 7.083038 0.2 0.1 -0.4 0.14
H 13.896014 9.078138 5.148675 0.0 -0.1 0.0 0.12
H 11.939169 7.800507 4.471666 -0.4 0.0 1.1 0.14
H 10.041973 7.327066 6.245372 0.8 0.6 -0.1 0.13
H 10.239625 8.457779 8.536273 -0.1 -0.1 -0.8 0.12
H 9.010556 13.793603 7.515715 -0.1 0.5 -0.8 0.11
H 7.664636 13.847504 9.494583 0.1 -0.5 0.0 0.13
H 7.878866 11.954170 11.146659 0.3 -0.3 -0.8 0.13
H 10.315989 9.314503 11.216579 0.5 -0.2 0.0 0.10
H 8.232533 10.692252 12.879560 -1.6 0.3 0.1 0.05
H 9.811614 11.306404 13.018205 0.1 -0.3 -0.3 0.06
H 9.445409 9.626546 13.464852 0.0 0.3 -0.7 0.09
H 7.275982 9.551941 10.667166 1.0 -0.4 0.1 0.10
H 8.084971 8.338260 11.753354 0.0 0.6 -0.8 0.10
H 8.519500 8.332959 10.034745 -0.4 0.6 0.2 0.07
H 11.224676 11.010365 6.395903 0.5 0.0 0.5 0.10
H 9.099528 12.862452 5.436554 0.0 -0.3 -0.1 0.09
H 8.914131 11.093150 5.690619 0.2 0.3 -0.1 0.10
H 10.123420 11.716922 4.586877 0.5 -0.2 -1.5 0.07
H 11.153934 14.058232 6.063044 0.1 -0.4 0.0 0.09
H 12.131110 12.820769 5.252932 0.6 0.2 -0.3 0.08
H 12.442454 13.307402 6.998998 -0.1 -0.3 -0.6 0.08
O 15.221667 12.039838 12.048984 -1.6 -1.6 1.5 0.12
C 14.571456 11.375815 12.838203 0.9 1.2 0.0 -0.34
C 14.644070 11.488395 14.371065 0.1 0.1 -1.0 -0.08
C 13.410950 11.068337 15.141127 -0.8 -0.4 0.3 -0.18
C 13.302308 9.536672 15.319078 -0.3 0.3 1.5 -0.19
C 13.224440 8.643700 14.111045 -1.1 -1.6 -0.2 -0.18
C 13.818284 9.009508 12.773345 0.6 -0.8 0.7 -0.19
N 13.580128 10.379203 12.337807 1.0 0.7 -0.5 -0.14
H 14.954029 12.495839 14.612651 0.0 0.3 -0.2 0.13
H 15.471881 10.865908 14.683943 0.4 -0.3 0.0 0.14
H 12.476681 11.454109 14.670364 0.5 -0.1 0.2 0.11
H 13.449873 11.532062 16.153456 0.0 -0.3 -0.7 0.14
H 12.393412 9.344456 15.939931 0.6 0.1 -0.4 0.13
H 14.124576 9.152380 15.941138 0.0 0.6 -0.1 0.12
H 12.170453 8.348278 13.941191 0.2 0.4 -0.1 0.12
H 13.678837 7.663076 14.361078 -0.2 0.5 0.0 0.14
H 13.347370 8.360730 12.053966 0.0 -0.3 -0.5 0.11
H 14.878669 8.788054 12.772564 0.3 0.3 -0.3 0.13
H 12.679400 10.631729 12.699991 -0.6 0.4 0.7 0.08
O 11.809984 13.489920 10.106306 0.1 -0.2 0.7 0.16
B 12.269230 12.415602 10.954874 -1.4 -0.2 0.1 -0.48
O 11.785178 12.691125 12.312253 -0.3 1.1 -1.1 0.10
C 11.069378 13.877272 12.224589 1.1 -0.1 -0.4 -0.13
C 10.586736 14.701347 13.212280 -0.1 0.0 0.6 0.05
C 10.213163 16.030364 12.909562 0.4 -1.6 0.4 0.03
C 10.160064 16.359476 11.557512 0.4 0.2 -2.6 0.00
C 10.592573 15.533062 10.484937 -1.4 1.8 1.4 0.06
C 11.119819 14.340841 10.867040 0.8 -1.8 0.0 -0.19
H 10.541958 14.318114 14.208860 0.1 0.0 0.6 0.13
H 10.002217 16.748721 13.720839 -0.1 -0.5 -0.7 0.15
H 9.820807 17.328648 11.241372 -0.2 0.4 0.2 0.12
H 10.457898 15.791820 9.444961 0.3 0.2 0.1 0.14
```
Forces are in eV/Å.

Computed properties:
- Total charge: +2
- 2S+1: 6
- HOMO energy (alpha / beta): -11.2282 / -13.1502 eV
- Total energy: -2189.40384 a.u.
- E_LUMO (alpha / beta): -5.22 / -9.39 eV
- <S²>: 8.80